(1)
Formula: C40H56GeN8O2S2V
Source: the Open Molecules 2025 dataset
Level of theory: ωB97M-V/def2-TZVPD

Properties
LUMO level (spin up / spin down), eV: 0.27 / 0.00
ΔE to the lowest compared entry with this formula, charge and spin, eV: 0.157
Kohn-Sham gap (spin up / spin down), eV: 7.0 / 7.8
Spin multiplicity: 4
Expectation value of S²: 3.764

XYZ file:
```
110
Properties=species:S:1:pos:R:3:forces:R:3
V -0.68295 -0.31276 1.06553 0.061 -0.471 -0.096
C -1.20081 2.68491 6.42771 0.004 0.003 0.003
C -2.29466 1.86632 5.75394 -0.003 -0.003 -0.011
N -2.32910 2.02990 4.31066 0.006 -0.001 0.017
C -1.42785 1.43005 3.48721 0.001 0.000 0.014
S -1.37837 1.97530 1.82416 -0.061 0.139 0.018
N -0.64454 0.51252 3.99699 -0.031 0.000 -0.014
N 0.13232 -0.03899 2.99792 0.087 -0.029 0.090
C 1.38770 -0.20261 3.21451 -0.057 0.026 0.006
C 2.04953 0.09058 4.52235 0.012 0.011 0.003
C 2.15711 -0.59224 2.01645 0.042 0.009 -0.009
C 3.50121 -0.93661 2.04104 -0.012 0.007 0.035
C 4.15209 -1.20633 0.84768 -0.010 -0.007 -0.035
C 3.44190 -1.14977 -0.33988 0.039 0.010 0.024
C 2.09816 -0.82842 -0.28004 -0.087 0.000 -0.078
N 1.47366 -0.53221 0.85695 0.011 0.129 0.025
H -1.20490 2.51875 7.50622 0.000 -0.001 0.000
H -1.34332 3.75153 6.24667 -0.003 -0.001 0.000
H -0.22438 2.39718 6.03901 -0.001 0.000 -0.001
H -3.27607 2.14914 6.13810 0.001 0.003 0.002
H -2.15186 0.80697 5.96249 -0.002 -0.002 0.002
H -2.75744 2.85750 3.93234 -0.008 0.000 -0.005
H 1.51751 0.89610 5.02355 -0.003 -0.007 -0.001
H 3.09245 0.37130 4.38876 -0.005 0.014 -0.002
H 2.00772 -0.78299 5.17740 0.008 -0.009 -0.008
H 4.03003 -0.99281 2.98138 0.003 0.003 0.000
H 5.20321 -1.46382 0.84835 0.001 0.002 0.001
H 3.90395 -1.34406 -1.29825 -0.003 0.005 -0.007
H 1.48456 -0.81533 -1.17128 0.006 0.016 -0.005
O -1.04915 -0.82476 -3.09478 0.037 -0.047 0.073
C -1.02631 -0.05879 -2.13165 -0.272 -0.038 0.015
O -1.17073 -0.44240 -0.91087 0.089 0.066 -0.200
C -0.91818 1.44966 -2.38638 0.126 -0.019 0.013
C 0.04472 2.19115 -1.44966 -0.011 -0.036 0.013
Ge 1.83968 2.64192 -2.08233 -0.023 -0.031 -0.016
C 2.85288 3.21548 -0.50578 0.044 0.024 -0.014
C 2.39927 2.94669 0.78617 -0.014 -0.042 -0.028
C 3.13489 3.33719 1.89802 0.009 -0.006 0.021
C 4.33892 4.00653 1.73693 0.000 0.007 0.000
C 4.79430 4.30335 0.45914 -0.006 0.001 0.003
C 4.05231 3.91691 -0.64811 -0.005 0.000 0.008
C 1.80374 4.15222 -3.32191 -0.031 0.013 -0.009
C 1.61106 5.44904 -2.84471 -0.004 0.003 -0.007
C 1.55240 6.52753 -3.71574 -0.005 0.000 -0.003
C 1.68536 6.32271 -5.08265 0.002 -0.001 -0.005
C 1.87935 5.03955 -5.57251 -0.003 0.003 0.004
C 1.93935 3.96354 -4.69593 0.011 -0.004 0.002
C 2.79264 1.19517 -3.00436 0.081 -0.019 0.068
C 4.18492 1.27159 -3.08931 -0.006 -0.030 0.016
C 4.92482 0.27593 -3.71093 -0.004 -0.021 -0.003
C 4.28058 -0.82531 -4.26046 0.009 0.009 0.003
C 2.89778 -0.91209 -4.19505 -0.002 0.004 -0.001
C 2.15973 0.09287 -3.57876 -0.056 0.014 -0.004
H -1.92975 1.84497 -2.25073 -0.016 -0.045 0.022
H -0.67641 1.58163 -3.44124 -0.010 0.038 -0.007
H 0.16590 1.61442 -0.53304 -0.006 -0.024 0.031
H -0.38020 3.14390 -1.12230 0.002 0.018 -0.039
H 1.45024 2.44724 0.94394 -0.007 -0.047 0.016
H 2.75620 3.12748 2.89203 -0.004 -0.005 -0.010
H 4.91300 4.31250 2.60278 0.001 -0.002 -0.001
H 5.72249 4.84525 0.32587 0.001 -0.002 -0.002
H 4.40733 4.18549 -1.63774 0.002 0.000 -0.003
H 1.51474 5.62268 -1.77773 -0.001 -0.001 0.001
H 1.40505 7.52820 -3.32892 0.000 0.001 0.000
H 1.64085 7.16302 -5.76398 0.000 0.001 0.000
H 1.98653 4.87590 -6.63757 0.000 -0.001 0.000
H 2.10271 2.96573 -5.08905 -0.004 -0.001 0.001
H 4.70870 2.11385 -2.65231 0.006 -0.003 0.006
H 6.00372 0.35622 -3.76256 0.001 0.003 0.001
H 4.85471 -1.60858 -4.73948 0.000 -0.001 -0.008
H 2.38285 -1.76301 -4.62362 -0.006 0.001 -0.002
H 1.08110 -0.01664 -3.54854 0.034 0.018 -0.017
C -5.14249 -2.94311 -0.57469 0.035 -0.008 -0.001
C -4.72400 -1.58189 -0.02815 -0.042 0.000 -0.003
C -5.77142 -1.08182 0.96182 0.008 0.002 -0.011
C -4.56331 -0.59753 -1.19228 0.012 0.013 -0.011
N -3.45678 -1.81954 0.69282 0.043 -0.052 0.040
N -2.88583 -0.64557 1.27030 -0.008 0.091 0.017
H -6.08015 -2.86206 -1.12566 0.001 -0.006 -0.002
H -5.27398 -3.65406 0.24290 -0.002 -0.007 0.002
H -4.38323 -3.33051 -1.25891 -0.012 0.004 0.007
H -6.74522 -1.01311 0.47504 0.001 0.000 0.000
H -5.52592 -0.08865 1.34242 0.005 0.001 0.001
H -5.85096 -1.76761 1.80734 -0.004 -0.003 0.000
H -5.50567 -0.50027 -1.73455 0.003 0.000 -0.001
H -3.79229 -0.93835 -1.88701 -0.012 -0.015 0.004
H -4.28717 0.40462 -0.85523 -0.005 0.004 0.005
H -2.76619 -2.13339 0.01765 0.017 0.017 -0.055
H -3.25013 -0.52349 2.20889 0.001 -0.052 0.015
H -3.14450 0.18790 0.74339 0.006 0.037 0.051
C -2.34305 -7.25794 1.67437 0.008 -0.005 -0.005
C -2.80754 -5.84589 2.01387 -0.016 0.021 0.021
N -1.74697 -4.85685 1.96016 0.041 -0.032 -0.008
C -1.29138 -4.24233 0.85743 -0.069 0.040 -0.028
S -0.05942 -3.07754 0.99883 0.027 0.131 0.094
N -1.81477 -4.60040 -0.31744 0.013 0.040 -0.037
C -1.47814 -3.98005 -1.60242 -0.012 -0.086 0.001
C -0.27176 -4.60969 -2.27535 0.006 0.023 0.011
H -3.18106 -7.95440 1.71722 0.000 0.002 0.001
H -1.58319 -7.58951 2.38169 -0.002 0.002 0.001
H -1.90714 -7.31083 0.67569 0.001 0.001 0.001
H -3.21488 -5.82008 3.02392 -0.003 -0.003 -0.003
H -3.62087 -5.52735 1.35539 -0.018 0.004 0.005
H -1.31005 -4.54482 2.81060 -0.021 0.012 0.010
H -2.47743 -5.35810 -0.33387 -0.010 0.033 -0.005
H -1.30191 -2.92106 -1.44260 0.039 0.174 0.012
H -2.36322 -4.06805 -2.23453 0.008 -0.021 -0.010
H 0.60891 -4.50433 -1.64130 -0.012 0.004 -0.007
H -0.08689 -4.08767 -3.21453 0.030 -0.025 -0.010
H -0.43101 -5.66967 -2.48534 -0.013 0.016 -0.006
```
Positions in Å, forces in eV/Å.

Mulliken atomic charge list, values in e, 6 entries: V 0.517; C -0.856; C -0.458; N -0.227; C 0.816; S -0.800

(2)
Formula: C5H6EuO3
Source: the Open Molecules 2025 dataset
Level of theory: ωB97M-V/def2-TZVPD

Properties
LUMO level (spin up / spin down), eV: -10.50 / -10.49
Net charge: +2
ΔE to the lowest compared entry with this formula, charge and spin, eV: 1.135
Kohn-Sham gap (spin up / spin down), eV: 5.6 / 5.8
Spin multiplicity: 8
Expectation value of S²: 15.760

XYZ file:
```
15
Properties=species:S:1:pos:R:3:forces:R:3
O -2.34317 3.39424 1.55168 0.922 -1.272 0.412
C -1.22147 3.23080 1.74887 -0.964 2.410 -0.585
O -0.05571 3.38817 1.87558 -0.093 -1.012 0.204
O 0.90731 0.29209 1.41615 1.436 1.672 -0.788
C 0.17486 -0.64351 0.70360 -0.759 -0.115 1.353
C 0.50196 -0.70485 -0.79003 1.644 0.079 0.376
C -0.48447 -1.57218 -1.54132 -1.910 -2.492 -2.159
C -0.17060 -2.61852 -2.27313 2.231 3.982 2.876
Eu 2.13098 2.25557 1.77877 -0.915 -1.780 -0.026
H -0.89146 -0.36704 0.81905 0.085 -0.428 -0.220
H 0.32274 -1.65035 1.13654 -0.155 0.266 -0.160
H 1.52316 -1.08681 -0.93088 -0.226 0.202 0.021
H 0.45545 0.31706 -1.20247 -0.267 -0.445 -0.318
H -1.54274 -1.29480 -1.43469 0.049 0.076 -0.067
H 0.69316 -2.93989 -2.85773 -1.077 -1.143 -0.919
```
Positions in Å, forces in eV/Å.

Mulliken atomic charge list, values in e, 6 entries: O -0.186; C 0.740; O -0.489; O -0.721; C -0.533; C -0.281

(3)
Formula: C26H39NO24S4
Source: the Open Molecules 2025 dataset
Level of theory: ωB97M-V/def2-TZVPD

Properties
LUMO level, eV: -0.95
Kohn-Sham gap, eV: 8.9
SMILES: O=[N+]([O-])c1ccccc1.O=S1(=O)OCCO1.O=S1(=O)OCCO1.O=S1(=O)OCCO1.O=S1(=O)OCCO1.O=C1CCCO1.O=C1CCCO1.O=C1CCCO1
Spin multiplicity: 1

XYZ file:
```
94
Properties=species:S:1:pos:R:3:forces:R:3
O -26.01916 -25.52968 25.92821 0.487 0.809 1.458
N -26.15569 -25.14164 27.09989 -1.009 -2.024 -0.693
O -25.59007 -25.60606 28.07846 0.355 0.443 -0.858
C -27.27991 -24.26838 27.37255 -0.634 2.477 -0.243
C -27.70665 -24.05502 28.66512 -0.972 -0.205 0.660
C -28.66199 -23.07003 28.91304 -0.983 -0.201 0.790
C -29.38829 -22.41400 27.93044 1.216 -1.031 -0.747
C -29.05009 -22.74337 26.62570 1.020 0.417 -0.080
C -27.87890 -23.50613 26.36126 -0.877 -0.853 -0.120
H -27.52417 -24.79093 29.43424 0.702 0.365 0.241
H -29.06591 -22.90933 29.90169 0.489 -0.256 0.431
H -30.20644 -21.73641 28.12508 0.031 -0.068 0.231
H -29.69473 -22.27242 25.89835 0.526 -0.217 -0.757
H -27.48086 -23.71989 25.38030 -0.325 0.373 -0.318
O -27.44986 -31.31933 19.01651 1.039 0.750 0.928
S -26.32638 -30.83328 19.78816 -1.390 -0.080 -0.057
O -25.33315 -31.81430 20.17499 -1.283 2.523 0.000
O -25.72215 -29.54008 19.08686 1.564 -1.534 -0.279
C -26.51981 -28.41398 19.28133 -0.228 2.490 -0.738
C -27.42277 -28.63590 20.54194 -0.185 -0.503 -1.999
O -26.89319 -29.83500 20.99990 0.544 -3.419 1.300
H -25.87144 -27.53783 19.29059 0.334 -0.174 0.637
H -27.04364 -28.25207 18.33926 -0.785 -0.228 0.292
H -28.42060 -28.76895 20.12392 -0.299 -0.187 0.375
H -27.50109 -27.97589 21.40586 0.688 0.362 -0.454
O -24.71956 -19.87555 28.41960 -0.024 0.062 -0.475
S -23.81042 -19.84756 27.32737 3.036 -0.658 -2.197
O -24.12620 -19.35827 25.98839 0.124 -0.714 2.977
O -22.37693 -19.21518 27.80407 -1.636 1.262 -0.602
C -21.55467 -20.17893 28.37601 2.997 1.891 2.080
C -21.93173 -21.51005 27.99103 -2.951 -2.291 0.372
O -23.05107 -21.27577 27.11496 -1.328 -0.706 -1.159
H -20.51369 -19.96603 28.13281 -0.106 0.403 -0.334
H -21.59373 -20.15593 29.46507 -0.127 0.581 0.115
H -22.37316 -21.97525 28.87240 0.079 -0.436 0.024
H -21.20639 -22.23885 27.62933 -0.082 0.574 -0.795
O -17.03834 -24.29519 20.35572 -3.865 2.642 1.532
S -18.22214 -23.56033 20.90412 -0.158 -2.928 0.229
O -18.23131 -22.13636 21.16829 -0.013 -1.896 -0.964
O -19.61743 -24.17612 20.18533 1.728 1.844 -2.496
C -20.75030 -24.35008 20.99570 0.643 -0.098 1.391
C -20.15728 -24.20434 22.43032 -0.272 -0.731 -0.098
O -18.74807 -24.34574 22.21964 1.293 0.635 1.175
H -21.57396 -23.65675 20.82544 0.282 0.156 -0.313
H -21.06188 -25.37700 20.80480 -0.186 0.093 0.083
H -20.46096 -25.03775 23.06380 0.215 -0.064 -0.099
H -20.43774 -23.30745 22.98262 0.326 0.348 -0.431
O -35.76855 -17.35889 29.65865 -1.323 -0.369 -2.558
S -36.57359 -17.52777 28.44441 -0.023 -0.913 0.249
O -36.53858 -18.80747 27.68843 0.085 3.918 1.718
O -38.13143 -17.19434 28.86820 0.874 -0.529 -0.997
C -38.57614 -15.91836 28.38797 0.730 0.730 0.266
C -37.29669 -15.14290 28.04549 0.119 -0.881 0.587
O -36.40487 -16.16092 27.47277 -0.628 -1.351 1.032
H -39.18115 -15.89485 27.48160 -0.301 -0.975 0.173
H -39.10430 -15.49485 29.24225 -0.090 0.246 -0.305
H -36.84567 -14.78307 28.97027 0.190 0.304 -0.224
H -37.49081 -14.36127 27.31099 0.386 -0.181 0.045
O -32.28001 -13.75790 24.64290 1.062 -0.208 1.620
C -31.30255 -14.22899 25.19115 -1.713 0.228 -0.979
C -30.74514 -14.09120 26.65282 -0.123 -0.507 -1.203
C -29.27114 -14.42287 26.42826 -0.259 0.365 0.504
C -29.30273 -15.29026 25.18470 1.067 0.360 -0.873
O -30.51017 -15.03378 24.43366 0.879 0.072 1.576
H -31.04990 -13.13422 27.07639 0.309 -0.137 -0.028
H -31.08459 -14.91453 27.28132 -0.812 0.141 -0.163
H -28.66495 -13.53135 26.26757 -0.016 -0.052 0.013
H -28.83934 -15.01565 27.23464 -0.008 0.341 0.161
H -28.46943 -14.91675 24.58954 -0.024 -0.608 -0.446
H -29.15683 -16.34841 25.40179 -0.371 -0.011 -0.177
O -18.69578 -25.63633 31.49640 -0.045 -0.492 0.300
C -18.76765 -26.79571 31.78185 1.075 -0.158 -0.367
C -19.95034 -27.59846 32.24868 -0.773 -0.700 -0.890
C -19.58039 -29.09981 31.96712 0.007 1.188 -0.433
C -18.04930 -28.93733 31.90101 -0.239 -2.800 2.086
O -17.66668 -27.64718 31.69424 -0.895 2.961 -0.965
H -20.14081 -27.35170 33.29316 0.126 -0.274 0.097
H -20.81872 -27.24997 31.68961 -0.025 -0.042 0.070
H -19.96352 -29.77933 32.72841 0.515 0.163 0.263
H -19.92995 -29.55323 31.03959 -0.409 0.740 -0.258
H -17.77218 -29.16243 32.93088 0.795 -0.548 0.003
H -17.53350 -29.58949 31.19621 -0.143 -0.026 0.084
O -36.33897 -17.38067 18.54667 0.989 -0.964 0.280
C -35.73957 -18.01679 19.37733 -1.602 0.780 1.331
C -35.26913 -17.50373 20.79772 -0.559 -0.106 -2.673
C -35.32470 -18.78671 21.56622 1.082 0.118 0.904
C -34.84116 -19.82189 20.54267 -0.863 1.392 -0.154
O -35.49945 -19.35835 19.32080 0.322 0.002 -0.375
H -34.31955 -17.09974 20.44676 0.621 0.042 1.032
H -35.89785 -16.71207 21.20526 0.094 -0.044 -0.377
H -34.64750 -18.73701 22.41888 -0.156 -0.282 0.217
H -36.35579 -18.83439 21.91646 0.054 -0.801 -0.014
H -33.76952 -19.65637 20.43178 0.120 -0.382 -0.127
H -35.07980 -20.87372 20.70014 -0.099 0.256 -0.034
```
Positions in Å, forces in eV/Å.

Mulliken atomic charge list, values in e, 6 entries: O -0.559; N 0.935; O -0.566; C 0.384; C -0.280; C -0.479